1.
82
Properties=species:S:1:pos:R:3 method="wB97M-V/def2-TZVPD" orbital_gap_ha=0.2689 e_lumo_ev=-1.121 mol_weight_g_mol=676.8 e_homo_ev=-8.44
C -1.97402 3.32372 9.44502
C -1.60914 3.76504 8.39437
C -1.18900 3.96510 7.04797
C -2.08054 3.84543 6.04106
C -1.71901 3.99302 4.67101
O -2.69528 3.82160 3.72044
C -3.10497 2.43405 3.65335
C -3.87844 2.18024 2.38130
C -3.92758 0.66846 2.01417
C -3.86277 -0.29253 3.20671
C -0.44390 4.27759 4.31564
C -0.01047 4.40410 2.88776
C 0.49396 3.02005 2.40475
C 0.49712 4.43277 5.36583
N 1.78881 4.71344 5.18045
S 2.47281 4.79654 6.62865
N 1.18937 4.47835 7.56205
C 0.17221 4.28936 6.73947
H -2.33727 2.89321 10.34059
H -3.09969 3.62401 6.31774
H -3.74089 2.19135 4.50075
H -2.19872 1.83465 3.71134
H -4.91582 2.48087 2.51776
H -3.48799 2.75128 1.54369
H -3.09631 0.46471 1.34489
H -4.86861 0.47613 1.50741
H -4.45089 0.03951 4.05729
H -2.83334 -0.34988 3.55746
H -4.14598 -1.30358 2.93430
H 0.80878 5.11281 2.83759
H -0.84226 4.73512 2.27676
H 1.02497 2.56171 3.23376
H -0.35905 2.41997 2.10492
H 1.19537 3.12402 1.58352
C 6.83381 0.77121 3.00328
C 5.59698 1.36488 3.23484
C 4.50445 1.01945 2.45825
C 4.64567 0.08599 1.43894
C 5.89177 -0.49396 1.19295
C 6.98142 -0.15511 1.98496
C 6.07588 -1.46372 0.07656
O 7.15708 -1.97241 -0.13436
C 4.89867 -1.78569 -0.77787
C 5.05836 -2.64533 -1.85677
C 3.97151 -2.96448 -2.65295
C 2.71700 -2.43312 -2.37093
C 2.55328 -1.57185 -1.29959
C 3.64261 -1.23845 -0.50486
C 3.45525 -0.28612 0.62454
O 2.36399 0.18128 0.87565
H 7.68460 1.03672 3.61692
H 5.48648 2.09701 4.02405
H 3.54003 1.47491 2.63817
H 7.94208 -0.61495 1.79864
H 6.03376 -3.05965 -2.07150
H 4.09961 -3.63089 -3.49602
H 1.86540 -2.68740 -2.99005
H 1.58085 -1.15346 -1.07985
C -5.33638 -0.90950 -5.75949
C -4.58774 -0.68774 -4.60818
C -3.36379 -1.31319 -4.44384
C -2.88680 -2.17207 -5.42585
C -3.64824 -2.41072 -6.57216
C -4.86859 -1.76902 -6.73875
C -3.17740 -3.36137 -7.61830
O -3.83508 -3.56517 -8.61679
C -1.87992 -4.06114 -7.40125
C -1.44641 -4.99172 -8.33672
C -0.23754 -5.64168 -8.15656
C 0.54856 -5.35916 -7.04423
C 0.11907 -4.43606 -6.10648
C -1.09874 -3.78979 -6.27598
C -1.56036 -2.82288 -5.24106
O -0.87590 -2.57474 -4.26953
H -6.28898 -0.41304 -5.88935
H -4.96068 -0.02385 -3.83944
H -2.77636 -1.13932 -3.55293
H -5.44959 -1.94771 -7.63290
H -2.05842 -5.20635 -9.20183
H 0.09616 -6.36970 -8.88410
H 1.49603 -5.86397 -6.90872
H 0.72511 -4.21719 -5.23834

***

2.
89
Properties=species:S:1:pos:R:3 method="wB97M-V/def2-TZVPD" orbital_gap_ha="0.1119 / 0.1873" total_charge=-2 e_lumo_ev="3.607 / 2.954" mol_weight_g_mol=1251.8 e_homo_ev="0.56 / -2.14" multiplicity=4
Ti 0.70661 -0.48191 0.56812
C -1.61202 -3.10107 2.76323
As -0.15659 -1.79131 2.68150
C 1.20633 -2.84918 3.59464
C -0.57988 -0.61473 4.19913
C -0.95473 -1.10436 5.44691
C -1.06494 -0.26192 6.54269
C -0.76086 1.08640 6.40009
C -0.40882 1.58672 5.15918
C -0.33842 0.75409 4.04079
As -0.10332 1.51843 2.24724
C 1.47295 2.65638 2.56478
C -1.52976 2.89166 2.48313
H -1.65620 -3.61636 3.72271
H -1.42198 -3.81932 1.96612
H -2.56109 -2.60951 2.55282
H 0.81196 -3.29669 4.50805
H 2.04869 -2.20115 3.83206
H 1.54550 -3.62518 2.90973
H -1.16045 -2.16288 5.56392
H -1.37180 -0.65416 7.50474
H -0.80604 1.74355 7.26058
H -0.17928 2.64157 5.05351
H 1.19840 3.62263 2.98710
H 1.98016 2.81035 1.61218
H 2.14787 2.13184 3.23804
H -1.16212 3.74099 3.05672
H -2.36573 2.42870 3.00530
H -1.88585 3.23207 1.51121
Br 7.13997 0.77422 -1.25209
C 5.59118 0.41723 -0.21971
C 5.70838 0.00480 1.09790
Br 7.41293 -0.31693 1.86062
C 4.54926 -0.21754 1.85541
Br 4.64321 -0.62920 3.70745
C 3.28248 -0.07753 1.31235
O 2.15440 -0.24452 1.95876
C 3.16868 0.33555 -0.05392
O 1.94453 0.49280 -0.50894
C 4.31994 0.59722 -0.77832
Br 4.08271 1.21907 -2.55469
S -1.33668 -1.80151 -0.35283
C -0.55959 -2.87646 -1.48208
C -1.30932 -3.41263 -2.50973
C -0.76989 -4.31718 -3.43404
C -1.58117 -4.80440 -4.47049
N -2.27898 -5.19674 -5.31474
C 0.62987 -4.69322 -3.27879
C 1.37487 -4.12921 -2.22300
C 0.82748 -3.23870 -1.32429
S 1.79377 -2.58995 -0.01961
C 1.24695 -5.61488 -4.14017
N 1.76915 -6.38457 -4.83945
H -2.34724 -3.11866 -2.59946
H 2.41491 -4.40998 -2.11109
C 1.36468 5.00939 -2.27258
C 1.23054 4.04024 -3.25612
C 0.60225 2.83511 -2.97043
C 0.09327 2.56962 -1.70068
C 0.24194 3.55337 -0.72565
C 0.86422 4.76243 -1.00207
Ge -0.71827 0.75846 -1.27042
C -0.76072 -0.05371 -3.08073
C -1.92428 -0.25451 -3.81720
C -1.88328 -0.89144 -5.05113
C -0.67681 -1.35093 -5.55764
C 0.48884 -1.17704 -4.82431
C 0.44400 -0.53415 -3.59559
C -2.60018 1.26517 -0.76908
C -3.16716 0.80410 0.41827
C -4.47554 1.11125 0.76341
C -5.24932 1.89519 -0.08259
C -4.69876 2.37796 -1.26077
C -3.38440 2.07140 -1.59216
H 1.86178 5.94676 -2.49418
H 1.63176 4.21571 -4.24817
H 0.51261 2.08100 -3.74295
H -0.13222 3.37982 0.27610
H 0.96834 5.51300 -0.22548
H -2.87725 0.07052 -3.41139
H -2.79803 -1.05874 -5.60831
H -0.65203 -1.87474 -6.50546
H 1.42893 -1.56129 -5.20199
H 1.35506 -0.42360 -3.01446
H -2.58044 0.18306 1.08778
H -4.89570 0.72833 1.68715
H -6.27401 2.13133 0.18049
H -5.29874 2.98926 -1.92618
H -2.95144 2.46489 -2.50671

***

3.
89
Properties=species:S:1:pos:R:3 method="wB97M-V/def2-TZVPD" orbital_gap_ha=0.1574 total_charge=-2 e_lumo_ev=3.551 mol_weight_g_mol=917.3 e_homo_ev=-0.73
Sr -0.30171 -0.47862 0.74071
C 2.90760 -0.39113 -1.76067
N 1.76582 0.51776 -1.97969
C 1.97426 1.93692 -1.59772
C 2.22800 2.24358 -0.12922
C 3.50434 2.32545 0.39341
C 3.66796 2.50745 1.75940
C 2.54940 2.64426 2.55595
C 1.30787 2.61924 1.94657
N 1.12922 2.42669 0.63327
C 1.38126 0.46049 -3.36936
C -0.05232 0.89372 -3.68090
C -0.32799 1.47338 -4.91683
C -1.63376 1.80529 -5.23117
C -2.63017 1.55677 -4.30646
C -2.27440 0.97323 -3.08930
N -1.00625 0.63922 -2.78584
C 3.15826 -0.80059 -0.32219
C 4.47375 -0.85506 0.10136
C 4.67170 -1.39375 1.43643
C 3.63905 -1.72839 2.23742
C 2.17368 -1.52539 1.80441
N 2.05336 -1.14300 0.33973
H 2.67338 -1.30278 -2.31746
H 3.83178 0.02275 -2.18699
H 2.78848 2.36446 -2.19855
H 1.05583 2.46108 -1.85570
H 4.35999 2.17538 -0.25476
H 4.66389 2.48973 2.19991
H 2.61638 2.72411 3.63714
H 0.40891 2.72932 2.54414
H 2.03435 1.07480 -4.01045
H 1.52784 -0.56886 -3.70339
H 0.48462 1.67123 -5.61146
H -1.86809 2.26313 -6.18789
H -3.66947 1.81281 -4.49907
H -3.00093 0.77205 -2.30324
H 5.28930 -0.55859 -0.54991
H 5.68488 -1.58169 1.79317
H 3.84408 -2.25284 3.16452
H 1.68610 -2.51415 1.92539
Cl -6.68208 2.44372 2.21917
C -5.32726 1.32811 2.18469
C -5.28889 0.23184 3.02201
Cl -6.60869 -0.07478 4.14202
C -4.17116 -0.64831 2.97590
Cl -4.10374 -2.06656 4.00733
C -3.08016 -0.46053 2.09716
O -2.05054 -1.26050 2.01976
C -3.12313 0.71406 1.20734
O -2.11560 0.90450 0.37992
C -4.24785 1.55360 1.28617
Cl -4.25975 2.95176 0.21378
O -0.53058 -2.64199 -0.24487
S -0.86988 -2.31489 -1.69023
C 0.05511 -3.49608 -2.66081
C 0.22164 -3.29693 -4.01085
C 0.96114 -4.22987 -4.74086
C 1.53014 -5.31270 -4.08773
C 1.37450 -5.46945 -2.72164
C 0.62853 -4.54624 -1.98408
C -2.54201 -2.92976 -1.88752
C -3.13233 -3.44533 -0.75557
C -4.45233 -3.89786 -0.85894
C -5.13210 -3.81433 -2.06429
C -4.51801 -3.25777 -3.18205
C -3.21123 -2.79457 -3.09226
H -0.20989 -2.42450 -4.50331
H 1.10556 -4.09110 -5.80647
H 2.12112 -6.02833 -4.64955
H 1.84651 -6.30167 -2.21138
H 0.51896 -4.61266 -0.90156
H -2.59025 -3.43649 0.19069
H -4.94902 -4.28617 0.02353
H -6.15999 -4.15550 -2.13027
H -5.06179 -3.15913 -4.11587
H -2.73379 -2.32323 -3.95197
N 1.31417 -0.53593 2.52844
C 1.29248 -0.35422 3.85666
C 0.31189 0.58192 4.38703
C 0.22814 0.92782 5.72067
C 1.08635 0.36813 6.69109
C 1.99941 -0.58115 6.23182
C 2.10943 -0.95482 4.88337
H -0.40313 1.00663 3.69280
H -0.54334 1.63383 6.02184
H 1.01629 0.63765 7.74052
H 2.65693 -1.06643 6.94860
H 2.83160 -1.71195 4.62382